# 1
Below is a molecular structure, C6H11NO3, with properties calculated with ωB97M-V/def2-TZVPD.

Calculated total energy   -14030.320 eV
Frontier orbital gap   9.528 eV

Geometry as ORCA input:
```
! RIJCOSX wB97M-V def2-TZVPD def2/J DEFGRID3
* xyz 0 1
C 0.5293 -1.2421 -1.3632
C -0.4232 -1.5862 -2.4905
C -0.0072 2.4658 1.5488
N -0.1545 -0.3599 -0.4074
C 0.5057 0.0578 0.6644
C -0.5527 1.0801 1.3354
C -1.4837 0.5383 2.1520
O 1.6410 -0.5847 -1.9144
O 0.9025 -2.4438 -0.7309
O 1.6841 0.0190 0.9597
H 2.2180 -0.3049 -1.1878
H 1.5345 -2.2361 -0.0287
H -1.0564 0.5180 0.0544
H -0.7349 -0.6756 -2.9966
H -1.2873 -2.1107 -2.0891
H 0.0946 -2.2335 -3.1944
H 0.1449 2.9671 0.5919
H 0.9598 2.4087 2.0496
H -0.6668 3.0687 2.1731
H -2.0103 1.1229 2.8966
H -1.8373 -0.4686 1.9772
*
```

# 2
Below is C6H11NS in the gas phase, with properties calculated with ωB97M-V/def2-TZVPD.

Calculated total energy   -18718.923 eV
Frontier orbital gap (spin up / spin down)   7.224 / 6.742 eV

Geometry as ORCA input:
```
! RIJCOSX wB97M-V def2-TZVPD def2/J DEFGRID3
* xyz 0 3
C 2.4656 -1.3775 -0.2917
C -0.0043 -0.9187 0.7509
C 1.0449 -0.8363 -0.2957
C 2.2063 0.0958 -0.2349
C -0.9181 1.2322 0.4986
C -2.0244 2.1478 0.0257
N -0.9793 -0.0045 0.3508
S -2.5243 -1.2590 -0.2399
H 2.7716 -1.9382 0.5068
H 2.9164 -1.8295 -1.2798
H -0.3426 -1.9619 0.6662
H 0.3895 -0.6769 1.8436
H 0.5062 -0.9035 -1.1766
H 2.3421 0.7208 -1.1774
H 2.5068 0.5395 0.7526
H -2.3646 2.7805 0.9206
H -2.9494 1.4771 -0.3545
H -1.8378 2.8120 -0.8481
H -3.2045 -0.0998 -0.4172
*
```

Record order is preserved below.
Relative energy (zero: lowest compared OMol25 entry of this formula, charge and spin): 3.959; 2.170 eV